{
  "formula": "C47H60BCsN5O5",
  "method": "ωB97M-V with the def2-TZVPD basis set",
  "symbols": ["Cs", "C", "C", "C", "C", "C", "C", "C", "C", "C", "H", "H", "H", "H", "H", "H", "H", "H", "H", "H", "H", "H", "O", "C", "C", "C", "C", "C", "C", "N", "H", "H", "H", "H", "H", "H", "H", "C", "C", "N", "C", "C", "N", "C", "O", "O", "C", "O", "O", "H", "H", "H", "H", "H", "C", "C", "C", "C", "C", "C", "C", "C", "C", "C", "C", "C", "N", "B", "N", "C", "C", "C", "C", "C", "C", "C", "C", "C", "C", "C", "C", "C", "C", "H", "H", "H", "H", "H", "H", "H", "H", "H", "H", "H", "H", "H", "H", "H", "H", "H", "H", "H", "H", "H", "H", "H", "H", "H", "H", "H", "H", "H", "H", "H", "H", "H", "H", "H", "H"],
  "positions_angstrom": [[0.5796, 2.0509, -0.5087], [-0.2927, 5.9174, -2.4652], [-1.0751, 4.6854, -2.8080], [-0.6028, 3.7763, -3.7453], [-1.2870, 2.5942, -4.0235], [-0.7378, 1.6144, -5.0249], [-2.4734, 2.3353, -3.3500], [-2.9874, 3.2461, -2.4278], [-4.3009, 2.9856, -1.7484], [-2.2750, 4.4036, -2.1629], [0.2757, 6.2732, -3.3233], [0.4114, 5.6977, -1.6595], [-0.9530, 6.7161, -2.1272], [0.3358, 3.9811, -4.2477], [-0.7104, 2.0539, -6.0235], [-1.3498, 0.7142, -5.0658], [0.2833, 1.3196, -4.7752], [-3.0086, 1.4119, -3.5413], [-4.3584, 1.9575, -1.4012], [-5.1319, 3.1469, -2.4391], [-4.4398, 3.6489, -0.8954], [-2.6525, 5.1041, -1.4276], [3.2538, 2.0724, -4.5032], [4.2969, 1.1432, -4.3563], [3.7883, -0.2219, -3.9579], [4.3608, -1.3900, -4.4349], [3.8354, -2.6076, -4.0206], [2.7574, -2.6066, -3.1484], [2.2532, -1.3873, -2.7209], [2.7518, -0.2205, -3.1142], [2.6365, 1.8999, -3.7771], [5.0197, 1.4844, -3.5971], [4.8217, 1.0823, -5.3121], [5.1893, -1.3436, -5.1272], [4.2541, -3.5384, -4.3822], [2.3109, -3.5272, -2.7986], [1.4257, -1.3431, -2.0256], [3.2547, 0.7273, 3.2603], [3.3081, 2.0658, 2.6214], [2.6100, 2.4413, 1.5773], [2.9121, 3.7624, 1.3484], [3.8342, 4.1879, 2.2669], [4.0922, 3.0775, 3.0693], [4.5196, 5.4677, 2.4691], [5.8161, 5.3342, 2.9217], [4.0512, 6.5588, 2.3116], [2.2767, 4.4675, 0.1587], [3.0434, 4.9174, -0.6933], [1.0208, 4.4165, 0.1543], [2.4849, 0.1325, 2.7733], [3.0039, 0.8060, 4.3180], [4.2076, 0.2026, 3.1787], [4.5909, 3.0868, 3.9453], [6.1288, 4.4409, 2.7229], [-4.3885, -1.1238, 2.6435], [-4.3444, -0.1152, 1.4969], [-3.3451, 1.0099, 1.7492], [-4.1616, -0.7638, 0.1360], [-5.2172, -0.6136, -0.7587], [-5.1946, -1.1726, -2.0205], [-4.0789, -1.8841, -2.4106], [-2.9925, -2.0518, -1.5558], [-1.8040, -2.8309, -2.0736], [-1.4771, -2.4401, -3.5149], [-2.0430, -4.3392, -1.9859], [-3.0365, -1.5122, -0.2571], [-2.0235, -1.8393, 0.6915], [-0.7899, -1.1331, 1.1517], [-0.3288, -2.1395, 2.1533], [-1.1786, -3.2426, 2.2041], [-2.1805, -3.0696, 1.3330], [0.7726, -2.1604, 3.0589], [1.9705, -2.8216, 2.7268], [2.9774, -2.9292, 3.6872], [2.8368, -2.4026, 4.9539], [1.6732, -1.7248, 5.2605], [0.6430, -1.5775, 4.3376], [-0.5392, -0.7449, 4.8061], [-0.5777, 0.6269, 4.1326], [-1.8800, -1.4710, 4.7337], [2.3754, -3.3316, 1.3501], [1.3698, -4.1000, 0.5002], [2.9448, -2.1473, 0.5664], [-4.5340, -0.6056, 3.5921], [-3.4691, -1.6977, 2.7071], [-5.2144, -1.8230, 2.5074], [-5.3392, 0.3449, 1.4584], [-2.3269, 0.6273, 1.7647], [-3.5617, 1.5011, 2.6989], [-3.4026, 1.7580, 0.9573], [-6.0865, -0.0487, -0.4425], [-6.0342, -1.0504, -2.6922], [-4.0502, -2.3191, -3.3995], [-0.9500, -2.5797, -1.4378], [-2.2657, -2.7478, -4.2018], [-0.5661, -2.9304, -3.8437], [-1.3441, -1.3629, -3.6143], [-2.9132, -4.6236, -2.5809], [-2.2139, -4.6510, -0.9566], [-1.1792, -4.8871, -2.3662], [-1.0182, -4.0617, 2.8861], [-3.0279, -3.7112, 1.1518], [3.8933, -3.4442, 3.4194], [3.6239, -2.5100, 5.6884], [1.5533, -1.2848, 6.2431], [-0.3461, -0.5601, 5.8709], [-0.6838, 0.5295, 3.0513], [0.3479, 1.1731, 4.3224], [-1.4068, 1.2177, 4.5269], [-2.1503, -1.7092, 3.7084], [-2.6643, -0.8407, 5.1557], [-1.8482, -2.4026, 5.3016], [3.2029, -4.0266, 1.5446], [0.5846, -3.4521, 0.1231], [0.9024, -4.9113, 1.0555], [1.8985, -4.5372, -0.3498], [2.1571, -1.4115, 0.3918], [3.3414, -2.4766, -0.3943], [3.7496, -1.6625, 1.1207]],
  "forces_ev_per_a": [[-1.0, -2.0, -0.9], [0.0, 0.1, 0.0], [0.1, 0.0, 0.0], [0.1, -0.1, 0.0], [0.0, 0.0, 0.1], [0.0, 0.0, 0.0], [0.0, 0.0, 0.0], [0.0, -0.1, 0.0], [0.0, 0.0, 0.0], [0.0, 0.1, 0.0], [0.0, 0.0, 0.0], [0.0, 0.0, 0.0], [0.0, 0.0, 0.0], [0.1, 0.0, -0.1], [0.0, 0.0, 0.0], [0.0, 0.0, 0.0], [0.0, 0.0, 0.0], [0.0, -0.1, 0.0], [0.0, -0.1, 0.1], [0.0, 0.0, 0.0], [0.0, 0.0, 0.0], [0.0, 0.0, 0.0], [-0.1, 0.0, 0.0], [0.2, 0.0, 0.0], [-0.2, 0.1, 0.1], [-0.1, -0.2, 0.1], [-0.1, 0.1, 0.0], [0.1, -0.1, -0.1], [0.0, 0.0, -0.1], [0.1, 0.1, -0.1], [0.0, 0.1, 0.0], [-0.1, 0.0, -0.1], [0.0, 0.0, 0.0], [0.1, 0.0, 0.0], [0.0, 0.0, 0.0], [0.0, 0.0, 0.0], [-0.1, 0.0, 0.1], [0.0, -0.1, 0.0], [0.1, 0.0, 0.1], [0.2, 0.1, 0.3], [0.2, 0.2, 0.1], [-0.2, 0.0, -0.1], [0.1, -0.1, 0.0], [-0.1, 0.3, -0.1], [-0.1, 0.0, 0.0], [0.2, -0.4, 0.1], [0.3, 0.3, 0.3], [0.1, 0.1, -0.2], [0.2, 1.4, 0.4], [0.0, 0.0, 0.0], [0.0, 0.0, 0.1], [0.0, 0.0, 0.0], [-0.1, 0.0, -0.1], [-0.1, 0.1, 0.0], [0.0, 0.0, -0.1], [-0.1, 0.0, 0.0], [0.0, 0.0, 0.0], [-0.1, 0.0, 0.0], [-0.1, 0.1, 0.0], [0.0, 0.0, 0.0], [0.0, 0.1, 0.0], [0.0, 0.1, 0.1], [0.1, 0.0, 0.1], [0.0, 0.0, 0.1], [0.0, 0.0, 0.1], [-0.1, 0.1, -0.1], [0.1, -0.1, 0.0], [0.3, 0.0, -0.3], [0.0, 0.0, -0.1], [0.0, -0.2, 0.0], [0.0, -0.2, 0.0], [0.1, 0.2, 0.0], [0.0, -0.1, 0.0], [0.0, 0.0, 0.0], [0.0, 0.0, 0.0], [0.1, 0.1, 0.0], [0.0, 0.0, 0.0], [-0.1, -0.1, 0.2], [0.0, 0.0, 0.0], [0.1, 0.1, -0.1], [0.1, 0.0, 0.0], [0.0, 0.0, 0.1], [0.0, 0.0, 0.0], [0.0, 0.0, 0.0], [-0.4, 0.1, -0.1], [-0.1, -0.1, 0.0], [0.0, 0.0, 0.0], [0.1, 0.0, 0.0], [0.0, 0.0, 0.1], [0.0, 0.1, 0.0], [0.0, 0.0, 0.0], [0.0, 0.0, 0.0], [0.0, 0.0, 0.0], [0.0, 0.0, 0.0], [0.0, 0.0, 0.0], [0.2, -0.1, 0.0], [0.0, 0.1, 0.0], [-0.1, 0.0, 0.0], [0.0, 0.0, 0.0], [0.1, 0.0, 0.0], [0.0, -0.1, 0.0], [0.0, 0.0, 0.0], [0.0, 0.0, 0.0], [0.0, 0.0, 0.0], [0.0, 0.0, 0.0], [0.0, 0.0, -0.1], [0.0, 0.0, 0.0], [0.1, 0.0, 0.0], [0.0, 0.0, 0.0], [0.2, 0.1, 0.4], [0.0, 0.0, 0.0], [0.0, -0.1, 0.0], [-0.1, 0.1, 0.0], [-0.1, 0.1, 0.0], [-0.1, 0.0, 0.0], [0.0, 0.0, -0.1], [-0.1, 0.1, 0.0], [0.0, 0.0, -0.1], [0.0, 0.0, 0.0]],
  "lumo_energy_ev": 1.87,
  "homo_energy_ev": -3.02,
  "e_above_lowest_ev": 1.836,
  "homo_lumo_gap_ev": 4.9,
  "charge": -1,
  "multiplicity": 1
}